(1)
# C22H30O2SiW

C22H30O2SiW as an isolated structure in a non-equilibrium geometry (ωB97M-V/def2-TZVPD, the OMol25 dataset).

Values from the calculation:
multiplicity = 3
LUMO (spin up / spin down) = -7.134 / -9.215 eV
HOMO-LUMO gap (spin up / spin down) = 7.172 / 5.204 eV
E_HOMO (spin up / spin down) = -14.31 / -14.42 eV
total charge = +2

Structure (XYZ):
```
56
C22H30O2SiW, DFT ωB97M-V/def2-TZVPD
C -0.04 2.45 0.84
C -0.47 3.77 0.52
C -1.80 3.95 1.05
H 0.08 4.52 -0.04
C -2.15 2.74 1.77
C -1.05 1.83 1.66
H -0.95 0.86 2.15
H 0.93 2.01 0.58
H -2.42 4.84 0.95
H -3.06 2.56 2.34
W -2.16 2.13 -0.53
C -1.73 -0.52 -3.04
H -2.60 -1.23 -3.18
H -0.79 -1.05 -3.34
H -1.93 0.29 -3.78
Si 0.60 -2.12 -0.39
C 1.97 -1.72 -1.57
C 2.68 -0.51 -1.31
H 2.24 0.26 -0.67
C 3.99 -0.37 -1.81
H 4.57 0.51 -1.55
C 4.53 -1.33 -2.67
H 5.50 -1.15 -3.12
C 3.76 -2.42 -3.10
H 4.13 -3.13 -3.84
C 2.46 -2.57 -2.62
H 1.83 -3.40 -2.96
C -1.61 0.10 -1.73
C -0.79 1.31 -1.87
H 0.29 1.37 -1.70
C -1.58 2.31 -2.59
H -1.10 3.12 -3.18
C -3.02 2.27 -2.46
H -3.57 3.06 -2.94
C -3.69 1.27 -1.66
H -4.78 1.33 -1.46
C -2.90 0.23 -1.09
H -3.35 -0.52 -0.45
H -3.63 3.03 0.01
H 1.14 -3.40 -0.06
C -1.57 -1.29 3.80
O -0.35 -1.40 3.07
C 0.35 -2.60 3.37
C 1.63 -2.68 2.55
O 1.82 -1.59 1.63
C 2.37 -0.46 2.31
H -2.07 -0.39 3.41
H -1.38 -1.17 4.88
H -2.23 -2.16 3.65
H 0.61 -2.64 4.44
H -0.26 -3.49 3.12
H 2.46 -2.76 3.28
H 1.61 -3.57 1.92
H 2.79 0.18 1.53
H 1.55 0.05 2.83
H 3.17 -0.72 3.02
```

(2)
# C22H31AsN4O4ReSSi2

C22H31AsN4O4ReSSi2 as an isolated structure in a non-equilibrium geometry (ωB97M-V/def2-TZVPD, the OMol25 dataset).

Values from the calculation:
multiplicity = 4
LUMO (spin up / spin down) = -7.530 / -7.570 eV
HOMO-LUMO gap (spin up / spin down) = 5.902 / 6.624 eV
E_HOMO (spin up / spin down) = -13.43 / -14.19 eV
total charge = +2

Structure (XYZ):
```
66
C22H31AsN4O4ReSSi2, DFT ωB97M-V/def2-TZVPD
Re -2.39 -17.19 4.60
C -5.73 -14.15 2.58
N -5.86 -15.46 3.16
C -7.03 -16.08 3.67
C -6.75 -17.37 3.79
N -5.35 -17.57 3.66
C -4.83 -16.32 3.33
S -3.23 -15.95 2.85
C -4.56 -18.72 3.84
C -5.06 -19.96 4.16
C -4.18 -21.04 4.20
C -2.88 -20.97 3.66
C -2.40 -19.70 3.36
N -3.21 -18.60 3.42
H -6.81 -13.83 2.45
H -5.23 -14.09 1.61
H -5.22 -13.46 3.25
H -7.90 -15.46 3.93
H -7.43 -18.17 4.06
H -6.14 -20.16 4.35
H -4.54 -21.94 4.66
H -2.33 -21.87 3.61
H -1.32 -19.58 3.00
O 1.06 -17.83 3.91
C 0.62 -17.29 4.90
O -0.71 -17.40 5.32
C 1.44 -16.47 5.92
C 0.78 -15.66 6.87
C 1.45 -14.83 7.71
C 2.86 -14.91 7.73
C 3.57 -15.87 6.93
C 2.85 -16.60 6.04
N 3.55 -13.98 8.61
O 4.78 -13.76 8.37
O 2.87 -13.53 9.56
H -0.32 -15.80 7.03
H 1.06 -14.10 8.43
H 4.66 -16.04 6.99
H 3.39 -17.27 5.40
C -1.44 -20.03 7.33
Si -2.51 -18.91 8.40
C -4.00 -19.64 9.33
C -1.40 -17.79 9.42
As -3.79 -17.53 6.58
Si -5.24 -16.11 8.00
C -4.99 -16.27 9.92
C -7.02 -16.33 7.52
C -4.56 -14.32 7.81
H -1.51 -21.11 7.63
H -0.40 -19.70 7.34
H -1.81 -20.07 6.24
H -3.88 -20.76 9.19
H -5.01 -19.38 8.97
H -3.94 -19.32 10.37
H -0.75 -18.44 10.06
H -1.84 -17.04 10.07
H -0.69 -17.27 8.74
H -5.49 -17.10 10.40
H -5.37 -15.30 10.36
H -3.90 -16.40 10.12
H -7.63 -17.01 8.13
H -7.21 -16.76 6.52
H -7.63 -15.35 7.50
H -3.48 -14.42 7.89
H -4.94 -13.63 8.61
H -4.79 -13.84 6.86
```

(3)
# C22H31AsN7O6STi

C22H31AsN7O6STi as an isolated structure (ωB97M-V/def2-TZVPD, the OMol25 dataset).

Values from the calculation:
multiplicity = 3
LUMO (spin up / spin down) = 1.694 / 1.636 eV
HOMO-LUMO gap (spin up / spin down) = 5.648 / 7.258 eV
E_HOMO (spin up / spin down) = -3.95 / -5.62 eV
total charge = -1

Structure (XYZ):
```
69
C22H31AsN7O6STi, DFT ωB97M-V/def2-TZVPD
Ti 0.95 -0.23 0.67
N 2.67 0.14 -0.86
C 3.60 1.17 -0.33
C 3.67 1.15 1.21
O 4.72 1.47 1.77
N 2.52 0.77 1.75
C 2.42 0.70 3.19
C 1.08 0.06 3.59
O 0.59 0.26 4.69
O 0.54 -0.69 2.66
H 2.49 0.33 -1.84
H 3.14 -0.76 -0.84
H 4.61 1.06 -0.72
H 3.22 2.15 -0.63
H 3.23 0.10 3.62
H 2.48 1.68 3.67
C 0.87 -5.27 2.20
C 0.55 -3.79 2.02
As 1.64 -2.83 0.71
C 3.44 -3.42 1.26
C 4.54 -2.48 0.78
C 1.35 -3.97 -0.87
C 2.01 -3.39 -2.12
H 0.22 -5.71 2.97
H 1.90 -5.42 2.53
H 0.72 -5.84 1.29
H 0.65 -3.23 2.94
H -0.49 -3.66 1.69
H 3.60 -4.44 0.92
H 3.42 -3.43 2.36
H 4.58 -2.44 -0.31
H 5.52 -2.79 1.12
H 4.38 -1.46 1.15
H 0.27 -4.03 -1.00
H 1.73 -4.97 -0.66
H 1.64 -2.38 -2.32
H 1.80 -4.00 -3.00
H 3.09 -3.33 -2.01
O -6.74 3.36 -3.79
S -5.63 4.05 -4.41
O -4.67 3.19 -5.08
O -5.97 5.26 -5.13
C -4.73 4.65 -2.94
N -5.15 5.78 -2.37
C -4.52 6.18 -1.28
C -3.46 5.47 -0.72
C -3.11 4.30 -1.38
N -3.72 3.90 -2.49
C -2.03 3.40 -0.91
C -1.34 2.62 -1.82
C -0.40 1.73 -1.35
N -0.15 1.55 -0.05
C -0.81 2.31 0.83
C -1.73 3.26 0.44
H -4.86 7.11 -0.83
H -2.94 5.81 0.16
H -1.57 2.69 -2.88
H 0.16 1.10 -2.04
H -0.59 2.13 1.88
H -2.24 3.85 1.19
N -3.25 -1.22 0.88
C -3.29 -1.19 -0.50
C -1.99 -1.19 -0.90
N -1.16 -1.21 0.20
C -1.95 -1.23 1.25
H -4.04 -1.22 1.50
H -4.21 -1.15 -1.05
H -1.60 -1.16 -1.90
H -1.61 -1.21 2.28
```

(4)
# C22H31BiNO2SSi2Te

C22H31BiNO2SSi2Te as an isolated structure (ωB97M-V/def2-TZVPD, the OMol25 dataset).

Values from the calculation:
LUMO = -3.612 eV
HOMO-LUMO gap = 7.658 eV
E_HOMO = -11.27 eV
total charge = +1

Structure (XYZ):
```
61
C22H31BiNO2SSi2Te, DFT ωB97M-V/def2-TZVPD
Bi 1.02 -1.16 1.27
O -0.66 0.69 4.45
C -0.45 0.72 3.27
O -0.50 -0.39 2.51
C -0.28 2.00 2.51
C -1.16 3.03 2.86
C -1.14 4.24 2.20
C -0.22 4.46 1.18
C 0.67 3.46 0.83
C 0.65 2.23 1.49
S 1.96 1.11 1.02
H -1.86 2.85 3.67
H -1.84 5.02 2.49
H -0.19 5.41 0.67
H 1.40 3.63 0.05
N 3.39 -1.47 -0.07
C 4.49 -1.38 -0.40
C 5.86 -1.28 -0.80
C 6.79 -0.73 0.08
C 8.11 -0.63 -0.31
C 8.50 -1.08 -1.56
C 7.57 -1.62 -2.44
C 6.25 -1.73 -2.06
H 6.47 -0.38 1.06
H 8.84 -0.20 0.37
H 9.54 -1.00 -1.86
H 7.89 -1.97 -3.41
H 5.51 -2.16 -2.73
C -3.40 3.22 -1.08
Si -2.41 1.84 -1.86
C -3.38 0.91 -3.15
C -0.80 2.45 -2.57
C -2.00 0.63 -0.45
Te -0.78 -0.98 -1.10
C -2.20 -2.56 -0.85
Si -2.83 -3.10 0.87
C -3.70 -1.71 1.74
C -3.99 -4.51 0.50
C -1.36 -3.69 1.88
H -3.68 3.97 -1.81
H -2.83 3.70 -0.28
H -4.32 2.83 -0.64
H -3.65 1.56 -3.98
H -4.31 0.50 -2.74
H -2.80 0.08 -3.56
H -0.98 3.21 -3.33
H -0.25 1.64 -3.06
H -0.16 2.89 -1.81
H -2.89 0.16 -0.02
H -1.47 1.13 0.37
H -1.75 -3.41 -1.36
H -3.03 -2.22 -1.48
H -4.51 -1.29 1.13
H -3.01 -0.91 2.02
H -4.15 -2.09 2.66
H -4.82 -4.20 -0.14
H -4.42 -4.90 1.42
H -3.47 -5.34 0.00
H -0.98 -2.89 2.52
H -0.55 -4.09 1.27
H -1.67 -4.49 2.56
```

(5)
# C22H31F5MoN10O3S5SbTe

C22H31F5MoN10O3S5SbTe as an isolated structure in a non-equilibrium geometry (ωB97M-V/def2-TZVPD, the OMol25 dataset).

Values from the calculation:
multiplicity = 2
LUMO (spin up / spin down) = -3.239 / -3.251 eV
HOMO-LUMO gap (spin up / spin down) = 4.378 / 4.745 eV
E_HOMO (spin up / spin down) = -7.62 / -8.00 eV
total charge = 0

Structure (XYZ):
```
79
C22H31F5MoN10O3S5SbTe, DFT ωB97M-V/def2-TZVPD
Mo -1.56 -0.25 1.80
S -3.00 2.79 4.77
Sb -1.60 1.05 5.26
S -2.48 -0.89 3.90
S -0.17 1.24 3.20
N 3.15 -0.67 -6.83
C 2.21 -0.69 -5.82
C 0.95 -0.11 -6.00
C 0.01 -0.15 -4.99
C 0.31 -0.77 -3.79
C 1.58 -1.30 -3.57
C 2.52 -1.25 -4.57
S -1.03 -1.30 -2.76
O -0.63 -2.69 -2.43
O -2.23 -1.15 -3.51
N -1.21 -0.65 -1.27
C -0.86 0.59 -1.04
N -0.52 1.34 -2.10
C -0.23 2.61 -1.92
C -0.26 3.19 -0.66
C -0.57 2.36 0.40
N -0.84 1.05 0.26
H 2.80 -0.51 -7.76
H 3.91 -1.32 -6.76
H 0.71 0.35 -6.95
H -0.97 0.26 -5.12
H 1.79 -1.77 -2.63
H 3.50 -1.69 -4.41
H 0.04 3.16 -2.81
H -0.03 4.23 -0.49
H -0.54 2.73 1.41
C 5.35 3.18 1.56
C 4.44 2.00 1.55
C 4.27 1.19 0.41
C 3.51 0.05 0.57
N 2.92 -0.25 1.72
C 3.02 0.66 2.71
S 2.12 0.41 4.14
N 3.80 1.73 2.66
H 6.31 2.93 1.11
H 5.48 3.51 2.58
H 4.91 3.99 0.97
H 4.74 1.44 -0.53
H 3.38 -0.66 -0.24
N 2.42 -2.97 1.57
C 1.51 -3.50 2.62
C 0.60 -2.37 3.13
N 0.23 -1.49 2.03
H 3.20 -3.60 1.41
H 2.73 -1.97 1.76
H 1.87 -2.95 0.67
H 2.08 -3.92 3.45
H 0.90 -4.28 2.17
H 1.11 -1.78 3.90
H -0.31 -2.82 3.55
H -0.01 -2.11 1.22
H 1.06 -0.95 1.75
C -5.01 4.17 1.53
C -4.63 2.75 1.40
C -5.33 1.64 0.99
C -4.46 0.54 1.12
N -3.28 0.97 1.56
N -3.38 2.32 1.70
C -4.78 -0.88 0.89
H -6.09 4.27 1.43
H -4.54 4.76 0.75
H -4.70 4.55 2.50
H -6.35 1.60 0.66
H -2.78 2.79 2.38
H -5.85 -1.00 0.76
H -4.45 -1.48 1.74
H -4.27 -1.27 0.00
F 0.92 -3.92 -0.39
Te -0.97 -2.76 -0.37
F -1.35 -4.62 -0.87
F -1.15 -3.89 1.46
F 1.02 -1.46 -0.46
F -2.81 -2.75 -1.08
O -2.14 -1.60 1.02
```

(6)
# C22H31FIN6S

A 6-piece molecular cluster, C22H31FIN6S overall in a non-equilibrium geometry (ωB97M-V/def2-TZVPD, the OMol25 dataset).

Values from the calculation:
LUMO = -7.326 eV
HOMO-LUMO gap = 2.025 eV
E_HOMO = -9.35 eV
total charge = +1

Structure (XYZ):
```
62
C22H31FIN6S, DFT ωB97M-V/def2-TZVPD
N -0.04 1.60 -0.04
C -1.18 1.96 -1.02
C -2.33 2.70 -0.10
S -4.07 2.61 -0.85
F -4.97 3.76 0.11
I -5.02 0.36 -0.57
H 0.26 2.56 0.32
H -0.52 1.14 0.78
H -1.53 0.96 -1.53
H -0.75 2.70 -1.83
H -2.34 2.34 1.02
H -2.04 3.85 -0.06
N 2.26 -0.61 -0.01
C 3.39 -0.61 0.76
C 4.27 -1.53 0.23
C 3.65 -2.10 -0.91
C 2.41 -1.51 -1.04
H 1.44 -0.04 0.15
H 3.47 0.03 1.63
H 5.25 -1.76 0.62
H 4.06 -2.85 -1.57
H 1.62 -1.66 -1.76
N -0.28 4.75 2.83
C -1.48 5.40 2.75
C -1.24 6.75 2.87
C 0.16 6.92 3.02
C 0.73 5.66 2.99
H -0.15 3.74 2.78
H -2.40 4.85 2.62
H -1.98 7.54 2.85
H 0.70 7.85 3.14
H 1.76 5.34 3.07
N 5.89 -1.41 -3.28
C 7.17 -1.08 -2.89
C 7.95 -0.98 -4.03
C 7.11 -1.24 -5.14
C 5.85 -1.50 -4.65
H 5.11 -1.55 -2.66
H 7.41 -0.96 -1.85
H 9.00 -0.74 -4.05
H 7.40 -1.24 -6.18
H 4.92 -1.74 -5.16
N -6.21 -0.65 2.69
C -6.06 -1.18 3.94
C -7.25 -1.01 4.62
C -8.15 -0.37 3.74
C -7.49 -0.16 2.55
H -5.50 -0.62 1.97
H -5.12 -1.62 4.24
H -7.44 -1.33 5.64
H -9.17 -0.09 3.95
H -7.81 0.30 1.63
N 0.69 -5.88 -2.51
C 0.90 -4.71 -1.82
C -0.25 -4.41 -1.13
C -1.18 -5.43 -1.40
C -0.58 -6.33 -2.25
H 1.37 -6.33 -3.11
H 1.85 -4.19 -1.89
H -0.40 -3.54 -0.50
H -2.19 -5.51 -1.02
H -0.94 -7.24 -2.70
```

(7)
# C22H31IrN2O7P2SeSi

C22H31IrN2O7P2SeSi as an isolated structure (ωB97M-V/def2-TZVPD, the OMol25 dataset).

Values from the calculation:
LUMO = 0.131 eV
HOMO-LUMO gap = 7.567 eV
E_HOMO = -7.44 eV
total charge = 0

Structure (XYZ):
```
67
C22H31IrN2O7P2SeSi, DFT ωB97M-V/def2-TZVPD
Ir -0.91 -1.14 -0.94
C -4.75 0.56 -0.21
C -4.26 0.08 -1.57
O -5.27 0.37 -2.53
P -3.93 -1.71 -1.54
O -5.25 -2.47 -1.13
O -3.71 -2.13 -3.03
O -2.83 -2.01 -0.57
P -2.66 0.83 -2.04
O -3.00 2.35 -2.39
O -2.20 0.09 -3.26
O -1.74 0.82 -0.84
H -5.72 0.11 0.01
H -4.88 1.65 -0.24
H -4.04 0.31 0.57
H -4.93 0.22 -3.42
H -5.14 -3.00 -0.33
H -3.06 -1.50 -3.44
H -2.72 2.95 -1.69
C -0.79 -1.05 1.09
Si 0.81 -0.20 1.49
C 1.85 -0.63 -0.03
N 1.06 -0.43 -1.29
C 1.08 1.04 -1.68
C 2.00 1.36 -2.85
C 3.34 0.66 -2.71
C 3.11 -0.86 -2.68
C 1.66 -1.23 -2.39
C 1.66 -0.87 3.02
C 2.06 -2.20 3.06
C 2.65 -2.74 4.19
C 2.84 -1.95 5.32
C 2.44 -0.62 5.30
C 1.85 -0.09 4.16
C 0.66 1.67 1.65
C 1.83 2.44 1.72
C 1.77 3.82 1.85
C 0.54 4.46 1.91
C -0.63 3.71 1.85
C -0.56 2.33 1.72
H -1.67 -0.50 1.43
H -0.84 -2.06 1.50
H 2.09 -1.70 0.05
H 2.80 -0.09 -0.09
H 1.37 1.60 -0.80
H 0.07 1.34 -1.93
H 2.12 2.44 -2.88
H 1.53 1.07 -3.79
H 3.83 0.99 -1.79
H 4.01 0.93 -3.53
H 3.77 -1.34 -1.95
H 3.36 -1.31 -3.64
H 1.59 -2.28 -2.13
H 1.03 -1.08 -3.27
H 1.91 -2.84 2.19
H 2.97 -3.78 4.20
H 3.30 -2.37 6.20
H 2.58 -0.01 6.18
H 1.54 0.95 4.17
H 2.80 1.95 1.69
H 2.69 4.40 1.90
H 0.49 5.53 2.01
H -1.59 4.20 1.91
H -1.48 1.76 1.66
Se 0.09 -5.65 -2.46
C -0.21 -4.07 -1.73
N -0.36 -3.03 -1.22
```